9
Properties=species:S:1:pos:R:3 method="wB97M-V/def2-TZVPD" lumo_energy_ev=-0.22 molar_mass_g_mol=85.9 e_above_lowest_kcal_mol=65.2 spin_multiplicity=1
B 1.24137 0.17659 0.71875
C -0.56715 -0.94772 -0.14813
C -0.84039 0.39743 -0.56175
O -1.27571 -1.86281 -0.38162
O 0.59086 -1.06617 0.50496
O 0.74076 1.23794 0.08675
H 2.34943 0.41506 1.32647
H -0.87884 0.71774 -1.67091
H -1.36034 0.93195 0.12548



21
Properties=species:S:1:pos:R:3 method="wB97M-V/def2-TZVPD" lumo_energy_ev=0.99 molar_mass_g_mol=137.2 e_above_lowest_kcal_mol=33.5 spin_multiplicity=1 smiles=Cc1cc[nH]n1.CCC#N
C -1.06255 -1.57470 -0.41643
C -1.62614 -0.22521 0.02368
C -2.93092 0.12164 0.06200
C -2.90683 1.47225 0.42069
N -1.67076 1.80850 0.64166
N -0.81077 0.80096 0.36274
H -0.32629 -2.08477 0.29166
H -1.93512 -2.37091 -0.51172
H -0.72680 -1.25782 -1.42430
H -3.72374 -0.52789 0.00980
H -3.79842 2.09129 0.54741
H -1.16469 2.65245 0.93368
C 2.47530 0.25297 0.86726
C 2.17039 0.79575 -0.54848
C 1.04357 1.71894 -0.69448
N 0.52839 2.73513 -0.90184
H 2.84755 1.02746 1.48620
H 3.27630 -0.60896 0.63402
H 1.49304 -0.03392 1.30076
H 1.78081 0.02856 -1.20001
H 3.02222 1.15197 -0.96526



14
Properties=species:S:1:pos:R:3 method="wB97M-V/def2-TZVPD" lumo_energy_ev=1.02 molar_mass_g_mol=105.6 e_above_lowest_kcal_mol=12.6 spin_multiplicity=1 smiles=NC1(CCl)CC1
N 0.10702 1.57284 -0.04295
C 0.02570 0.16123 0.04546
C 1.20786 -0.64507 -0.44088
Cl 2.73630 -0.07072 0.26607
C -1.32481 -0.48697 -0.40532
C -0.94272 -0.41964 1.04320
H 0.60833 1.79803 -0.91611
H 0.62829 2.08773 0.66219
H 1.15613 -1.68801 -0.21622
H 1.19971 -0.42466 -1.55740
H -1.28573 -1.38368 -0.98049
H -2.07309 0.23300 -0.67593
H -1.32848 0.48783 1.51045
H -0.71450 -1.22191 1.70792



79
Properties=species:S:1:pos:R:3 method="wB97M-V/def2-TZVPD" lumo_energy_ev=-4.02 molar_mass_g_mol=1011.5 e_above_lowest_kcal_mol=435.8 spin_multiplicity=1 charge=+1
Ta 0.58984 -1.31579 -1.44699
Br 2.09828 -7.90302 -1.48384
C 1.69071 -6.07768 -1.57152
C 0.67742 -5.63624 -2.40707
C 0.40125 -4.28152 -2.43275
N 1.08334 -3.44005 -1.64767
C 2.09599 -3.84105 -0.85102
C 2.42982 -5.18213 -0.80740
C 2.88696 -2.78728 -0.14434
C 3.59835 -3.08419 1.00321
C 4.38482 -2.08610 1.55486
Br 5.30325 -2.38626 3.15269
C 4.48899 -0.87041 0.89661
C 3.72780 -0.66907 -0.23655
N 2.88513 -1.58455 -0.73661
H 0.11885 -6.32749 -3.02077
H -0.37082 -3.84231 -3.05227
H 3.24811 -5.53841 -0.19879
H 3.52040 -4.05335 1.47346
H 5.12912 -0.08325 1.26685
H 3.79468 0.26501 -0.76352
N 1.70698 -1.36630 -3.58944
C 2.65903 -0.23419 -3.83711
C 2.02613 1.08994 -3.46621
C 1.71515 1.13900 -1.99510
N 0.22094 0.91207 0.21828
H 2.22478 -2.20763 -3.82572
H 0.92791 -1.27775 -4.24059
H 3.00374 -0.25189 -4.87484
H 3.51950 -0.42240 -3.19370
H 1.09120 1.16934 -4.03901
H 2.64633 1.93119 -3.78484
H -0.19403 2.31542 -1.60633
H 2.54937 1.33310 -1.34265
H -0.07585 0.78644 -2.82829
H -1.54370 0.58871 -0.34267
C -1.91280 -3.87784 0.07137
C -0.66968 -3.46478 0.84618
C -0.95915 -3.52619 2.34742
C -0.16655 -2.05821 0.48226
H -2.12901 -4.93756 0.22245
H -1.82929 -3.68626 -0.99749
H -2.77707 -3.31240 0.42620
H 0.12733 -4.19359 0.64729
H -1.70343 -2.77361 2.61751
H -0.06114 -3.33272 2.93801
H -1.35136 -4.50388 2.63453
H 0.60368 -1.78610 1.22291
H -0.99433 -1.35655 0.65819
Cl -4.25798 -2.23497 -1.82604
C -3.52499 -0.65365 -1.69590
C -4.37086 0.40733 -1.54920
C -3.91825 1.75293 -1.55487
C -2.58028 1.94427 -1.54444
C -1.73513 0.80342 -1.52660
Cl 0.07818 0.96043 -1.46892
C -2.09679 -0.58148 -1.95543
N -1.19759 -1.50987 -2.26523
H -5.42630 0.19218 -1.45316
H -4.61831 2.57534 -1.53169
H -2.12644 2.93418 -1.53927
S -4.34865 4.41454 2.22338
C -2.81432 3.83885 2.32291
S -2.37852 2.25763 1.71089
C -0.71340 2.58246 2.07102
N -0.49601 3.72220 2.61140
N -1.66621 4.41495 2.79052
C -1.53602 5.71484 3.38425
C -0.36156 6.42386 3.16303
C -0.20886 7.67920 3.72652
C -1.21855 8.22672 4.50532
C -2.37576 7.50024 4.73534
C -2.54124 6.23834 4.18330
S 0.56196 1.41548 1.77198
H 0.42418 5.98800 2.56410
H 0.70476 8.23186 3.55247
H -1.09864 9.21065 4.93838
H -3.16233 7.91118 5.35387
H -3.43300 5.66864 4.38688



In eV, the gap between HOMO and LUMO values for the records above are, in order, 10.7937; 9.8814; 10.3448; 5.5274.